{"formula": "C19H19N3O2S", "method": "ωB97M-V with the def2-TZVPD basis set", "homo_energy_ev": -7.872, "mol_weight_g_mol": 353.4, "lumo_ev": 0.136, "gap_ha": 0.2943, "smiles": "CCC(=O)Nc1ccc(C(=O)CSc2nc3ccc(C)cc3[nH]2)cc1", "total_charge": 0, "energy_ev": -39413.2940, "relative_energy_kj_mol": 99.9, "elements": ["S", "O", "O", "N", "N", "N", "C", "C", "C", "C", "C", "C", "C", "C", "C", "C", "C", "C", "C", "C", "C", "C", "C", "C", "C", "H", "H", "H", "H", "H", "H", "H", "H", "H", "H", "H", "H", "H", "H", "H", "H", "H", "H", "H"], "positions_angstrom": [[-0.9886, -0.7419, 0.1181], [2.0739, -1.5138, -1.5116], [1.7982, 5.7730, 0.6892], [3.5639, 4.4167, 0.1867], [-2.0790, -2.8448, -1.2007], [-2.7602, -2.6192, 0.9166], [-1.9784, -2.1551, -0.1037], [1.0364, 1.8088, -0.4972], [-4.3918, -5.7268, -1.1554], [2.9880, 5.5944, 0.5846], [-4.3490, -4.5845, 0.9723], [-0.1566, -0.7029, -1.5105], [4.6951, 6.3670, 2.2477], [1.5773, 3.0223, -0.1271], [1.3426, -0.5686, -1.3162], [-2.9803, -3.8425, -0.9161], [1.8535, 0.7512, -0.8978], [-5.8464, -6.5756, 0.6961], [2.9583, 3.2130, -0.1583], [-4.8357, -5.6016, 0.1681], [-3.4715, -4.8673, -1.7150], [-3.4259, -3.7157, 0.4189], [3.2382, 0.9455, -0.9091], [3.7836, 2.1555, -0.5506], [4.0203, 6.6613, 0.9073], [-6.7803, -6.4883, 0.1416], [-6.0511, -6.3945, 1.7482], [-3.1393, -4.9760, -2.7346], [4.8561, 2.2929, -0.5714], [-0.3991, -1.6564, -1.9809], [5.4079, 7.1523, 2.4872], [-2.8228, -2.2289, 1.8411], [0.9381, 3.8310, 0.1847], [3.8684, 0.1231, -1.2123], [4.5737, 4.4065, 0.1303], [-0.5680, 0.1283, -2.0819], [5.2256, 5.4170, 2.2255], [-4.6792, -4.4726, 1.9947], [-4.7930, -6.5322, -1.7537], [3.9508, 6.3247, 3.0390], [3.5016, 7.6185, 0.9630], [4.7660, 6.7132, 0.1111], [-5.4867, -7.5971, 0.5814], [-0.0345, 1.6902, -0.4495]], "nbo_charge": [0.254, -0.526, -0.592, -0.607, -0.499, -0.564, 0.228, -0.174, -0.232, 0.690, -0.270, -0.620, -0.597, -0.207, 0.563, 0.074, -0.204, -0.623, 0.175, -0.014, -0.184, 0.173, -0.124, -0.258, -0.492, 0.218, 0.211, 0.222, 0.207, 0.299, 0.217, 0.422, 0.251, 0.238, 0.397, 0.234, 0.199, 0.209, 0.208, 0.218, 0.236, 0.210, 0.218, 0.217]}